{"formula": "C10H25F6NO9S2V", "method": "the ωB97M-V functional and the def2-TZVPD basis", "species": ["V", "C", "F", "F", "F", "S", "O", "O", "N", "S", "O", "O", "C", "F", "F", "F", "O", "H", "C", "C", "O", "H", "H", "H", "H", "H", "H", "C", "C", "O", "H", "H", "H", "H", "H", "H", "C", "C", "O", "H", "H", "H", "H", "H", "H", "C", "C", "O", "H", "H", "H", "H", "H", "H"], "positions_angstrom": [[0.8869, -1.1034, 1.8295], [-1.9812, -4.1810, 2.6773], [-2.2668, -3.0963, 3.4274], [-1.0421, -4.9205, 3.2737], [-3.1759, -4.8180, 2.4433], [-1.3330, -3.5331, 0.9155], [-1.5610, -4.6287, -0.0356], [-2.0683, -2.2887, 0.6671], [0.3651, -3.0609, 1.2307], [1.2269, -4.2709, 0.8465], [2.5464, -4.1094, 1.3917], [0.7040, -5.6223, 1.1926], [1.3682, -4.2087, -1.0724], [0.5844, -3.2133, -1.6112], [2.6399, -3.9538, -1.3722], [0.9522, -5.3747, -1.5902], [0.1368, 0.0669, 0.2565], [-0.5783, -0.3867, -0.2307], [-3.9012, 2.6336, -0.2860], [-2.8802, 1.5369, -0.2528], [-1.7324, 1.9801, 0.4267], [-4.7558, 2.3545, -0.9023], [-3.3967, 3.4401, -0.8181], [-4.2002, 2.8709, 0.7350], [-2.5855, 1.3149, -1.2784], [-3.2404, 0.5525, 0.0461], [-1.0286, 1.3335, 0.3367], [0.8224, 3.6053, -1.6661], [2.0703, 2.9056, -1.1866], [1.7555, 2.4693, 0.1329], [0.9234, 3.7564, -2.7409], [0.6784, 4.5830, -1.2063], [-0.1085, 3.0815, -1.4491], [2.9330, 3.5645, -1.2850], [2.3265, 2.0724, -1.8410], [1.0996, 1.7802, 0.0044], [-0.2736, -0.1112, -4.6935], [-0.4999, -0.2665, -3.1976], [0.6135, 0.2067, -2.4842], [-0.4318, 0.9057, -5.0528], [-1.0759, -0.6300, -5.2181], [0.6626, -0.6199, -4.9230], [-0.5216, -1.3332, -2.9747], [-1.4812, 0.0941, -2.8892], [0.3188, 0.2035, -1.5706], [1.9767, 2.7480, 3.9899], [2.6956, 1.4648, 3.6125], [1.9424, 0.9186, 2.5707], [0.8975, 2.7172, 4.1399], [2.1423, 3.4930, 3.2117], [2.4115, 3.1172, 4.9188], [2.7349, 0.7648, 4.4470], [3.7084, 1.6400, 3.2497], [1.9962, 1.5556, 1.8545]], "forces_ev_per_angstrom": [[0.22, 0.98, -0.23], [-0.16, 1.11, -1.17], [0.39, -0.98, -0.32], [-1.49, 0.28, -0.29], [1.93, 0.22, 0.55], [-1.15, 0.88, -0.67], [0.74, 1.70, 1.64], [1.17, -1.59, 0.70], [-4.45, 0.00, -0.22], [2.16, -5.51, 0.99], [0.37, 1.03, -0.70], [0.16, 2.78, -1.28], [-1.02, 0.45, 0.37], [0.98, -1.07, 0.62], [-0.44, -0.31, -0.35], [0.67, 0.75, 0.06], [-0.29, -0.18, -0.29], [0.35, -0.17, 0.77], [0.20, -0.28, -0.23], [0.80, -0.70, -1.02], [-1.11, 1.06, 0.49], [-0.17, -0.12, 0.20], [-0.24, 0.49, 0.45], [-0.09, 0.39, -0.18], [0.00, 0.16, -0.62], [-0.27, 0.02, 0.90], [0.73, -0.81, 0.26], [-0.04, 0.68, -0.93], [-1.01, -0.12, -0.17], [1.50, 0.31, 0.43], [-0.31, 0.10, -0.22], [0.30, 0.10, 0.14], [0.23, -0.45, -0.11], [0.06, 0.18, 0.90], [-0.27, -0.34, 0.08], [-0.54, -0.74, 0.09], [-1.02, -0.35, 0.33], [0.36, -1.26, -0.65], [-0.32, 0.96, -0.58], [0.89, 0.21, 0.16], [-0.03, -0.46, 0.01], [0.12, 0.59, -0.37], [-0.39, -0.42, -0.25], [0.05, 0.67, 0.18], [0.74, 0.11, 0.97], [0.89, 0.84, 0.67], [-0.92, 0.41, 0.37], [-0.44, -1.67, -0.76], [0.08, -0.73, -0.09], [0.06, 0.10, -0.02], [0.05, 0.35, 0.08], [-0.07, -0.12, -0.12], [0.20, 0.21, 0.26], [-0.15, 0.20, -0.82]], "spin_multiplicity": 5, "total_charge": -1, "relative_energy_kcal_mol": 0.0, "total_energy_ha": -3467.46087, "lumo_ev": [2.731, 2.545]}